Record 1
DFT (ωB97M-V/def2-TZVPD) results for C25H35F4MoN7O2P as an isolated structure in a non-equilibrium geometry.

Each line ends with the Löwdin spin population.
Geometry (Å):
Mo (-0.5217, 0.6500, 0.4992)  1.9129
C (-3.8758, 3.1103, 2.1293)  0.0027
C (-2.9753, 1.9664, 1.7021)  0.0130
N (-1.7520, 2.3463, 0.9101)  0.0015
C (-2.1048, 2.9125, -0.4440)  0.0066
C (-2.2471, 4.4254, -0.5401)  0.0008
C (-0.8735, 3.2499, 1.7144)  0.0123
C (0.5159, 3.3315, 1.1043)  0.0060
N (0.8360, 2.0157, 0.5241)  -0.0489
C (2.0702, 1.8618, -0.1431)  0.0067
C (2.0906, 1.1608, -1.3470)  -0.0009
F (0.9089, 0.7285, -1.8649)  0.0254
C (3.2721, 0.8861, -2.0010)  0.0008
F (3.2178, 0.1469, -3.1353)  0.0005
C (4.4837, 1.3250, -1.5087)  -0.0041
C (4.4776, 2.0298, -0.3175)  0.0009
F (5.6121, 2.4450, 0.2137)  0.0007
C (3.2948, 2.2876, 0.3705)  -0.0046
F (3.3510, 2.9086, 1.5459)  -0.0011
H (-4.6825, 2.6901, 2.7287)  0.0001
H (-4.3368, 3.6118, 1.2834)  0.0002
H (-3.3651, 3.8447, 2.7479)  0.0001
H (-3.5297, 1.2559, 1.0870)  0.0006
H (-2.6027, 1.4279, 2.5791)  0.0030
H (-3.0352, 2.4177, -0.7337)  0.0001
H (-1.3266, 2.5855, -1.1514)  0.0008
H (-2.9367, 4.8269, 0.1966)  0.0000
H (-2.6468, 4.6626, -1.5249)  0.0003
H (-1.2950, 4.9417, -0.4458)  0.0000
H (-0.8300, 2.8246, 2.7182)  0.0012
H (-1.3247, 4.2385, 1.7935)  0.0011
H (1.2304, 3.5686, 1.8923)  -0.0029
H (0.6035, 4.1051, 0.3343)  -0.0009
H (5.4119, 1.1238, -2.0228)  -0.0002
N (2.1230, -3.5090, 5.9051)  -0.0003
C (1.6686, -2.8001, 5.1285)  -0.0001
C (1.0877, -1.9382, 4.1376)  0.0005
C (0.2360, -0.9004, 4.5269)  0.0004
C (-0.3125, -0.0677, 3.5694)  0.0056
C (-0.0242, -0.2935, 2.2223)  -0.0085
C (0.8258, -1.3311, 1.8353)  0.0062
C (1.3888, -2.1566, 2.7977)  0.0014
H (0.0222, -0.7514, 5.5755)  0.0000
H (-0.9585, 0.7408, 3.8865)  -0.0004
H (1.0557, -1.5191, 0.7836)  -0.0002
H (2.0648, -2.9529, 2.5198)  0.0001
C (-2.1893, 0.1074, -2.8099)  0.0023
C (-2.6677, -0.5828, -1.5875)  0.0171
N (-2.1868, -0.4367, -0.3565)  0.0134
C (-2.9464, -1.2632, 0.4716)  0.0061
C (-3.8793, -1.8925, -0.2771)  0.0020
N (-3.6882, -1.4500, -1.5657)  0.0095
H (-1.1312, 0.3468, -2.7171)  0.0007
H (-2.7506, 1.0259, -2.9878)  0.0007
H (-2.3135, -0.5315, -3.6819)  0.0003
H (-2.7610, -1.3425, 1.5301)  0.0006
H (-4.6517, -2.5903, -0.0161)  0.0000
H (-4.2510, -1.7028, -2.3650)  0.0002
N (1.3115, -5.5490, -1.2637)  0.0000
C (0.4269, -4.4797, -1.8483)  0.0002
P (1.3107, -2.8531, -1.6875)  0.0003
O (2.5067, -3.1987, -0.8394)  0.0000
O (0.3130, -1.8068, -1.3470)  0.0066
C (2.0962, -2.4426, -3.3203)  0.0001
N (3.5443, -2.1559, -3.0366)  0.0000
H (0.8025, -6.1684, -0.6270)  0.0000
H (2.0676, -5.0436, -0.7452)  0.0000
H (1.7452, -6.1397, -1.9790)  0.0000
H (-0.4690, -4.4204, -1.2319)  0.0000
H (0.1357, -4.7655, -2.8561)  0.0000
H (1.6533, -1.5611, -3.7794)  0.0000
H (2.0428, -3.2714, -4.0261)  0.0000
H (4.1684, -2.5274, -3.7585)  0.0000
H (3.7578, -2.5945, -2.1132)  0.0000
H (3.7112, -1.1444, -2.9604)  0.0000

Forces on the atoms, in the same order (eV/Å):
Mo 0.155 -0.572 0.177
C -0.030 -0.054 0.028
C 0.079 -0.104 0.001
N 0.146 0.072 0.130
C -0.048 -0.094 -0.049
C -0.016 -0.058 -0.032
C -0.016 0.080 -0.013
C 0.063 0.051 -0.003
N -0.100 0.096 -0.223
C -0.116 -0.121 0.085
C -0.031 -0.064 -0.069
F 0.322 0.310 0.043
C -0.068 0.666 0.765
F -0.410 2.183 -0.568
C -0.135 -0.066 -0.023
C 0.041 0.082 0.163
F -0.117 -0.048 -0.103
C 0.074 -0.001 0.042
F -0.017 -0.137 -0.276
H -0.010 0.002 0.021
H -0.033 0.022 -0.061
H 0.028 0.031 0.025
H 0.010 0.071 0.063
H -0.091 0.040 -0.054
H 0.077 0.056 -0.009
H -0.071 0.062 0.024
H -0.032 0.012 0.010
H 0.002 0.011 -0.028
H 0.014 0.018 0.001
H 0.062 -0.005 -0.043
H 0.074 -0.025 0.037
H -0.018 0.077 -0.021
H -0.067 -0.080 0.045
H 0.089 0.034 -0.026
N 0.139 -0.184 0.193
C -0.149 0.157 -0.151
C 0.041 -0.035 0.010
C -0.056 0.083 -0.027
C 0.043 -0.147 0.074
C -0.195 0.262 -0.169
C 0.043 -0.047 0.033
C 0.005 0.007 -0.118
H -0.004 0.004 0.045
H 0.012 0.019 0.002
H 0.005 0.070 0.125
H 0.007 -0.019 -0.009
C 0.069 0.029 -0.033
C 0.055 0.068 -0.149
N -0.163 -0.006 -0.123
C -0.050 -0.065 0.077
C 0.022 0.039 0.093
N 0.090 0.082 0.039
H -0.084 -0.019 -0.016
H -0.009 0.011 -0.014
H -0.017 -0.001 -0.035
H -0.010 -0.016 -0.015
H -0.064 -0.068 0.046
H 0.023 -0.003 0.007
N 0.159 -0.114 0.091
C -0.027 -0.058 0.066
P -0.009 0.047 -0.358
O -0.069 -0.093 0.253
O -0.123 0.049 0.242
C 0.201 -0.019 -0.095
N 0.517 -1.697 0.138
H 0.108 0.048 -0.066
H -0.115 -0.101 -0.079
H -0.039 0.073 0.115
H 0.005 0.051 -0.052
H -0.016 0.061 -0.020
H -0.073 -0.106 0.031
H -0.025 0.032 0.019
H -0.121 -0.029 0.164
H -0.025 -0.037 -0.293
H 0.089 -0.876 -0.103

## Properties
LUMO (spin up / spin down) ... -0.345 / -0.323 Eh
Net charge ... +3
Calculated total energy ... -2315.5288 a.u.
⟨S²⟩ ... 2.032
Spin multiplicity ... 3



Record 2
DFT (ωB97M-V/def2-TZVPD) results for C25H35F4MoN7O2P as an isolated structure.

Each line ends with the Löwdin spin population.
Geometry (Å):
Mo (-0.0678, -0.9342, -0.1289)  1.9299
C (0.2392, -5.0088, -1.9510)  0.0025
C (0.2491, -3.8272, -0.9979)  0.0126
N (0.0062, -2.4713, -1.6164)  -0.0002
C (1.1325, -2.0671, -2.5427)  0.0065
C (0.9804, -2.4267, -4.0135)  0.0008
C (-1.3433, -2.4328, -2.2625)  0.0117
C (-1.7556, -1.0045, -2.5417)  0.0051
N (-1.2337, -0.1546, -1.4539)  -0.0583
C (-1.5148, 1.2275, -1.5531)  0.0063
C (-0.4966, 2.1496, -1.3531)  -0.0011
F (0.7522, 1.6879, -1.1199)  0.0194
C (-0.7303, 3.5043, -1.4100)  0.0007
F (0.3062, 4.3463, -1.1696)  0.0006
C (-1.9825, 4.0060, -1.6882)  -0.0045
C (-3.0059, 3.1002, -1.8882)  0.0008
F (-4.2272, 3.5244, -2.1378)  0.0007
C (-2.7859, 1.7324, -1.8113)  -0.0050
F (-3.8109, 0.9086, -1.9625)  -0.0011
H (0.3747, -5.9136, -1.3582)  0.0001
H (1.0591, -4.9704, -2.6665)  0.0002
H (-0.7030, -5.1143, -2.4878)  0.0001
H (1.2079, -3.7657, -0.4891)  0.0005
H (-0.5218, -3.9509, -0.2363)  0.0028
H (2.0304, -2.5246, -2.1293)  0.0001
H (1.2553, -0.9799, -2.4607)  0.0008
H (0.7736, -3.4830, -4.1664)  0.0000
H (1.9237, -2.2028, -4.5119)  0.0003
H (0.2077, -1.8428, -4.5100)  0.0000
H (-2.0357, -2.8995, -1.5626)  0.0012
H (-1.3458, -3.0248, -3.1747)  0.0009
H (-2.8430, -0.9522, -2.5652)  -0.0032
H (-1.3882, -0.6359, -3.5008)  -0.0013
H (-2.1689, 5.0703, -1.7550)  -0.0002
N (-4.8060, -1.2650, 5.4475)  0.0002
C (-4.1077, -1.2951, 4.5357)  0.0000
C (-3.2073, -1.3264, 3.4136)  0.0015
C (-3.2091, -2.4234, 2.5446)  0.0002
C (-2.3441, -2.4466, 1.4666)  0.0059
C (-1.4617, -1.3810, 1.2732)  -0.0094
C (-1.4680, -0.2846, 2.1386)  0.0073
C (-2.3441, -0.2534, 3.2126)  0.0011
H (-3.8956, -3.2415, 2.7197)  0.0000
H (-2.3684, -3.2952, 0.7946)  -0.0003
H (-0.7880, 0.5532, 1.9966)  -0.0001
H (-2.3712, 0.5947, 3.8836)  0.0001
C (3.5990, -0.2248, -0.5826)  0.0025
C (3.1113, -1.1763, 0.4489)  0.0176
N (1.8497, -1.5377, 0.6738)  0.0146
C (1.8706, -2.4654, 1.7217)  0.0063
C (3.1492, -2.6559, 2.1067)  0.0020
N (3.9089, -1.8369, 1.2968)  0.0100
H (2.8384, 0.5199, -0.7979)  0.0009
H (3.8621, -0.7455, -1.5052)  0.0007
H (4.4895, 0.2964, -0.2327)  0.0003
H (0.9732, -2.9156, 2.1106)  0.0006
H (3.5822, -3.2913, 2.8609)  0.0000
H (4.9159, -1.7734, 1.3071)  0.0003
N (1.4314, 2.6444, 5.3748)  0.0001
C (2.2079, 2.0395, 4.2245)  0.0002
P (1.3380, 2.4733, 2.6422)  0.0003
O (0.0577, 3.0993, 3.1411)  0.0000
O (1.3947, 1.2843, 1.7494)  0.0071
C (2.2337, 3.9218, 1.8879)  0.0000
N (1.2155, 5.0037, 1.6300)  0.0000
H (1.2761, 1.9804, 6.1326)  0.0000
H (0.5195, 2.9467, 4.9800)  0.0000
H (1.8927, 3.4576, 5.7798)  0.0000
H (2.1603, 0.9575, 4.3235)  0.0000
H (3.2495, 2.3464, 4.2871)  0.0000
H (2.7145, 3.6594, 0.9500)  0.0000
H (2.9851, 4.3279, 2.5623)  0.0000
H (1.5689, 5.9356, 1.8398)  0.0000
H (0.3931, 4.7872, 2.2259)  0.0000
H (0.9177, 4.9970, 0.6533)  0.0000

Forces on the atoms, in the same order (eV/Å):
Mo -0.325 0.211 0.200
C 0.012 -0.030 -0.017
C -0.037 0.112 -0.073
N -0.097 -0.091 0.015
C -0.070 -0.039 0.047
C 0.003 -0.009 -0.006
C 0.096 -0.037 -0.003
C 0.028 0.041 0.029
N 0.146 -0.106 -0.034
C 0.010 -0.082 0.088
C 0.008 0.026 -0.045
F 0.153 -0.055 0.072
C 0.021 0.122 0.045
F -0.030 -0.057 0.020
C 0.060 0.049 0.005
C 0.010 0.004 -0.015
F -0.083 0.035 -0.021
C 0.070 0.096 0.049
F -0.173 -0.103 0.007
H -0.012 0.005 -0.010
H -0.016 -0.005 0.029
H 0.017 0.008 0.004
H 0.044 -0.010 0.004
H -0.018 -0.030 0.019
H 0.024 -0.016 0.012
H -0.006 0.046 -0.019
H 0.010 0.012 -0.007
H -0.016 0.008 -0.002
H 0.002 -0.010 0.002
H -0.009 0.020 0.039
H -0.023 -0.018 -0.023
H 0.010 0.001 -0.053
H 0.070 0.009 -0.019
H 0.006 -0.031 0.016
N 0.078 0.018 -0.103
C -0.024 -0.044 0.045
C -0.058 0.011 0.057
C -0.002 -0.024 -0.006
C -0.012 0.038 0.121
C 0.086 -0.083 -0.225
C -0.056 -0.110 0.013
C 0.032 0.031 0.009
H 0.008 0.020 -0.001
H -0.008 0.011 -0.010
H 0.026 0.077 -0.053
H -0.013 -0.009 -0.009
C 0.031 -0.022 0.033
C -0.059 -0.027 0.016
N 0.155 -0.026 0.019
C -0.036 0.072 -0.105
C 0.109 0.016 -0.004
N 0.014 -0.065 0.032
H -0.069 0.048 -0.018
H -0.003 0.003 0.007
H -0.002 -0.023 -0.005
H -0.014 0.007 0.001
H -0.015 0.031 -0.029
H 0.014 0.004 0.013
N 0.111 -0.076 -0.097
C -0.020 0.048 0.156
P -0.168 -0.063 0.120
O 0.105 0.008 -0.137
O -0.027 0.125 -0.121
C 0.001 0.068 -0.025
N 0.064 -0.160 0.058
H -0.006 -0.043 0.055
H -0.076 0.018 -0.077
H 0.038 0.063 0.026
H 0.012 -0.014 -0.011
H -0.001 -0.007 0.013
H 0.012 -0.016 -0.020
H 0.027 -0.026 0.009
H 0.017 0.080 0.026
H -0.031 -0.011 0.007
H -0.125 -0.025 -0.133

## Properties
LUMO (spin up / spin down) ... -0.342 / -0.321 Eh
Net charge ... +3
Calculated total energy ... -2315.5492 a.u.
⟨S²⟩ ... 2.037
Spin multiplicity ... 3



Record 3
DFT (ωB97M-V/def2-TZVPD) results for the molecule C25H35N5O4 in a non-equilibrium geometry.

Each line ends with the Mulliken charge.
Geometry (Å):
C (5.5281, 2.7770, 0.1293)  -1.1472
C (4.1953, 3.5158, 0.1621)  -0.5382
C (3.0800, 2.7082, 0.8236)  -0.2187
C (2.6744, 1.4859, 0.0003)  -1.3548
N (1.5901, 0.7671, 0.6436)  0.1915
C (0.2931, 0.9560, 0.2401)  0.6085
O (0.0055, 1.7015, -0.6770)  -0.7792
N (-0.6965, 0.2692, 0.9263)  0.0745
C (-2.0295, 0.4190, 0.3656)  -1.5398
C (-2.0512, -0.2274, -1.0285)  0.5819
O (-1.7504, -1.3896, -1.1836)  -0.6624
N (-2.4473, 0.6105, -2.0126)  -0.0858
C (-2.5243, 0.2485, -3.3819)  -0.0306
C (-3.3853, -0.7793, -3.7824)  0.7856
C (-4.2385, -1.4858, -2.7652)  -0.0931
C (-5.4633, -2.1966, -3.3296)  -1.6297
C (-3.4318, -1.1046, -5.1319)  -0.5629
C (-2.6691, -0.4196, -6.0590)  -0.9814
C (-1.8440, 0.6103, -5.6499)  -0.7464
C (-1.7547, 0.9550, -4.3095)  0.8061
C (-0.8640, 2.0927, -3.8902)  -0.4922
C (-1.6305, 3.4186, -3.9086)  -1.1907
C (-0.5465, -0.6004, 2.0139)  0.4543
O (-1.5011, -1.1129, 2.5634)  -0.7236
C (0.8343, -0.7406, 2.3566)  0.2057
C (1.8435, -0.0743, 1.6806)  0.8974
N (3.0494, -0.3935, 2.1980)  -0.6789
C (2.7882, -1.2443, 3.1785)  0.5045
C (3.8779, -1.8592, 3.9882)  -0.5106
O (5.1045, -1.2269, 3.7595)  -0.5789
N (1.4717, -1.4995, 3.3157)  0.0883
C (0.8119, -2.3316, 4.2891)  -1.3117
C (0.4389, -1.5351, 5.5421)  0.0560
C (-0.2299, -2.4318, 6.5744)  -1.3571
H (5.8101, 2.4577, 1.1300)  0.2806
H (5.4769, 1.9008, -0.5111)  0.3096
H (6.3088, 3.4293, -0.2547)  0.3815
H (3.8958, 3.7785, -0.8545)  0.3275
H (4.3216, 4.4459, 0.7204)  0.3426
H (2.2010, 3.3448, 0.9490)  0.2706
H (3.4052, 2.3745, 1.8112)  0.2892
H (2.3218, 1.7904, -0.9869)  0.5228
H (3.5101, 0.7917, -0.0938)  0.3404
H (-2.7053, -0.1321, 1.0251)  0.5013
H (-2.3002, 1.4762, 0.3327)  0.3527
H (-2.3643, 1.5997, -1.8287)  0.2786
H (-4.5658, -0.7513, -2.0228)  0.3427
H (-3.6121, -2.2093, -2.2350)  0.2640
H (-6.0565, -1.5191, -3.9406)  0.3915
H (-5.1805, -3.0563, -3.9314)  0.3422
H (-6.0845, -2.5535, -2.5110)  0.4309
H (-4.0762, -1.8999, -5.4691)  0.2850
H (-2.7219, -0.6881, -7.1038)  0.3972
H (-1.2500, 1.1489, -6.3741)  0.4155
H (-0.4532, 1.9184, -2.8952)  -0.0766
H (-0.0278, 2.1637, -4.5887)  0.5232
H (-2.4934, 3.3849, -3.2460)  0.3219
H (-0.9839, 4.2320, -3.5882)  0.3545
H (-1.9892, 3.6334, -4.9132)  0.3689
H (3.6551, -1.7846, 5.0595)  0.3026
H (3.9507, -2.9320, 3.7321)  0.2198
H (5.0362, -0.7663, 2.9111)  0.4018
H (-0.0988, -2.7204, 3.8276)  0.3295
H (1.4729, -3.1632, 4.5463)  0.5091
H (1.3364, -1.0796, 5.9675)  0.3005
H (-0.2450, -0.7352, 5.2535)  0.2828
H (-1.1356, -2.8689, 6.1623)  0.3407
H (-0.4958, -1.8572, 7.4575)  0.3782
H (0.4373, -3.2366, 6.8753)  0.3364

Forces on the atoms, in the same order (eV/Å):
C -0.151 0.178 -0.074
C -0.007 -0.150 0.201
C 0.020 0.047 -0.266
C 0.230 0.365 -0.019
N -0.070 -0.031 -0.170
C 0.273 0.049 0.138
O -0.078 0.240 -0.193
N -0.334 0.027 -0.100
C -0.051 -0.094 -0.124
C 0.013 0.238 0.469
O 0.131 -0.121 0.039
N -0.284 0.379 -0.363
C 0.003 -0.168 -0.318
C 0.014 0.061 0.122
C -0.123 -0.209 -0.018
C 0.144 0.138 0.107
C 0.016 0.005 0.049
C 0.024 0.024 -0.080
C -0.069 -0.052 0.011
C 0.141 -0.058 0.101
C -0.113 0.090 -0.007
C 0.234 -0.087 0.017
C 0.303 -0.036 0.210
O -0.096 -0.152 0.128
C 0.432 0.476 -0.550
C -0.703 -0.860 0.903
N 0.260 0.188 -0.164
C -0.370 0.043 -0.070
C 0.083 -0.431 0.246
O 0.151 0.125 -0.104
N 0.433 0.214 -0.392
C -0.287 -0.067 0.624
C -0.032 -0.250 -0.061
C 0.096 0.183 -0.125
H 0.076 -0.070 0.107
H 0.078 -0.136 -0.055
H 0.130 -0.021 -0.037
H -0.028 0.111 -0.033
H -0.037 0.048 -0.082
H -0.047 -0.046 0.050
H -0.034 0.021 0.068
H 0.096 -0.109 0.096
H -0.058 0.025 -0.089
H 0.070 0.132 -0.183
H 0.000 -0.122 0.026
H 0.030 -0.154 0.168
H 0.065 -0.052 0.013
H -0.076 0.118 0.040
H -0.110 -0.002 -0.090
H -0.041 -0.089 -0.095
H -0.069 -0.062 0.017
H -0.106 -0.090 -0.012
H -0.004 -0.027 -0.088
H 0.084 0.066 -0.064
H 0.055 -0.020 -0.100
H 0.023 -0.045 0.043
H -0.132 0.046 0.064
H 0.001 0.141 0.037
H -0.080 0.046 -0.050
H -0.062 -0.066 -0.124
H -0.095 0.164 0.114
H -0.011 0.045 0.010
H 0.175 -0.061 0.039
H -0.051 0.016 -0.059
H 0.013 0.060 -0.048
H 0.061 0.061 -0.046
H -0.127 -0.090 0.012
H -0.054 -0.024 0.107
H 0.030 -0.118 0.081

## Properties
LUMO ... 0.024 Eh
SMILES ... CCCCn1c(=O)n(CC(=O)Nc2c(CC)cccc2CC)c(=O)c2c1nc(CO)n2CCC
Calculated total energy ... -1548.4952 a.u.



Among the records above, which one has the lowest calculated total energy? number 2